1.
The following is a DFT calculation (ωB97M-V with the def2-TZVPD basis set) of a molecular structure, C16H34BHgNP2 in a non-equilibrium geometry.

Output
HOMO-LUMO gap, eV: 3.7633
Largest force on an atom, hartree/bohr: 0.0479
LUMO energy, eV: -3.35
HOMO energy, eV: -7.12

XYZ file:
```
55
Properties=species:S:1:pos:R:3:forces:R:3:nbo_charge:R:1
P 1.29516 2.18765 -0.24366 0.541 -0.656 -0.562 0.97
P -1.86642 0.44164 0.15026 -0.926 -0.705 -2.168 0.75
C -0.25264 2.24042 -1.20801 -0.642 0.795 -0.127 -0.76
C -1.55985 2.19987 -0.37755 -0.107 0.289 0.078 -0.70
H -0.20779 1.40358 -1.94274 0.124 0.261 0.589 0.27
H -0.19335 3.16325 -1.80403 -0.474 -0.126 0.070 0.23
H -1.45929 2.82707 0.52669 -0.067 0.428 -0.280 0.16
H -2.38997 2.58245 -1.00197 0.302 0.002 0.617 0.24
C -2.93754 0.18778 -1.42343 0.332 -0.390 -0.088 -0.89
H -3.32959 -0.83758 -1.42469 0.071 0.199 -0.067 0.23
H -2.41439 0.35526 -2.37990 -0.042 -0.060 0.533 0.23
H -3.79782 0.87598 -1.37421 0.368 -0.176 0.081 0.21
C -3.40058 0.20285 1.14567 -0.117 0.599 0.430 -0.94
H -4.28330 0.59158 0.61026 0.262 -0.121 0.576 0.23
H -3.31126 0.63835 2.15478 -0.461 -0.325 -0.246 0.20
H -3.47800 -0.89537 1.26086 0.038 0.515 0.034 0.28
C 2.34866 3.24812 -1.34603 -0.126 0.484 0.177 -0.94
H 3.40881 3.28275 -1.03872 -0.461 -0.190 -0.044 0.24
H 1.97504 4.28941 -1.36765 0.092 -0.373 0.060 0.22
H 2.29408 2.86179 -2.37157 0.017 0.141 0.370 0.24
C 1.25800 3.16480 1.27569 -0.419 1.327 0.415 -0.94
H 0.25839 3.14613 1.75184 0.296 0.116 -0.193 0.14
H 1.49033 4.21774 1.08262 0.047 0.064 0.285 0.23
H 1.97290 2.75638 2.00507 -0.246 0.074 -0.280 0.25
Hg -1.28121 1.94671 2.88717 0.207 -0.576 0.054 0.87
C -0.26921 -1.38111 -2.25081 -0.432 0.799 0.431 -0.18
C 0.13922 -0.99112 -3.47532 -0.161 -0.394 0.935 -0.18
C 1.43285 -1.42063 -4.05298 0.862 0.530 0.330 -0.45
C 2.60868 -1.09939 -3.08841 -0.302 -0.463 -0.299 -0.43
C 2.60087 0.15434 -2.27378 -0.257 1.016 0.126 -0.28
C 2.44700 0.16346 -0.90527 0.743 -1.260 -0.551 -0.19
C 1.57946 -0.88527 -0.17455 1.081 -0.670 -0.002 -0.45
C 0.55412 -1.79128 -1.01943 -0.520 -1.370 0.609 -0.48
C -0.84210 0.23107 4.10494 0.783 -0.131 0.875 -0.76
H -1.35163 -1.45964 -1.98050 1.114 0.962 -0.633 0.20
H -0.37451 -0.24508 -4.06570 -1.099 -0.685 -0.341 0.20
H 1.55872 -0.95741 -5.04007 0.192 -0.011 0.245 0.20
H 1.44130 -2.50569 -4.21349 -0.147 0.159 -0.047 0.22
H 2.71695 -1.91013 -2.34935 0.098 0.062 -0.652 0.21
H 3.51223 -1.06093 -3.72655 -0.110 -0.122 0.574 0.23
H 2.76178 1.10633 -2.82399 0.972 -0.888 0.522 0.18
H 3.23706 0.64916 -0.29078 -1.090 0.064 -0.376 0.21
H 1.10609 -0.40294 0.72206 -0.062 -0.257 -1.213 0.23
H 2.30313 -1.55678 0.34855 -0.562 -0.086 -0.544 0.23
H 1.01318 -2.78422 -1.24011 0.015 0.643 0.349 0.22
H -0.29626 -2.01533 -0.33041 1.123 -0.079 0.025 0.23
H -1.13575 0.63078 5.09802 -0.026 -0.674 -0.655 0.23
H 0.26304 0.16407 4.04136 -0.632 0.193 -0.084 0.23
H -1.29901 -0.71279 3.71242 -0.191 0.598 0.164 0.32
B -0.84996 -4.90916 5.25965 -0.123 -0.632 0.152 -0.59
C -1.21328 -3.68910 4.35751 -0.267 1.088 -0.665 0.31
N -1.47405 -2.76756 3.69204 0.155 -0.230 0.341 -0.66
H -0.49121 -4.49487 6.34184 0.042 0.064 0.041 -0.01
H 0.03559 -5.52901 4.70032 0.012 0.022 0.047 0.00
H -1.85266 -5.60834 5.37603 0.183 0.155 -0.021 0.00
```
Positions in Å, forces in eV/Å.

---

2.
The following is a DFT calculation (ωB97M-V with the def2-TZVPD basis set) of a gas-phase ion, C27H42NO (charge +1) in a non-equilibrium geometry.

Output
HOMO-LUMO gap, eV: 7.4505
SMILES: CCC(C)(C)c1ccc(OCCCC[n+]2cccc(C)c2C)c(C(C)(C)CC)c1
Largest force on an atom, hartree/bohr: 0.0221
LUMO energy, eV: -3.53
Net charge: +1
HOMO energy, eV: -10.98

XYZ file:
```
71
Properties=species:S:1:pos:R:3:forces:R:3:nbo_charge:R:1
C -5.31241 -2.17314 1.22902 0.186 0.132 0.068 -0.61
H -5.19262 -3.25286 1.23321 -0.057 -0.141 -0.011 0.20
C -3.96580 -1.46413 1.30732 -0.168 -0.176 -0.123 -0.38
H -3.46440 -1.75491 2.23386 0.060 0.068 0.034 0.20
H -4.13593 -0.38589 1.35671 0.070 0.051 0.041 0.20
C -3.00431 -1.74421 0.12929 -0.052 0.003 0.078 -0.11
C -1.75454 -0.92537 0.41870 0.069 -0.133 -0.023 0.08
C -0.71919 -1.41879 1.19427 -0.128 0.118 -0.067 -0.18
C 0.37704 -0.62751 1.48626 0.221 0.167 0.221 -0.31
C 0.47126 0.67964 1.03383 0.037 -0.201 -0.028 0.26
C -0.58621 1.23499 0.28582 0.128 0.140 -0.017 0.05
C -1.65683 0.39911 -0.00144 0.063 -0.054 0.079 -0.27
H -2.48039 0.79888 -0.56148 -0.106 0.118 -0.115 0.23
C -0.59943 2.71543 -0.11010 0.033 0.087 -0.025 -0.09
C -0.55670 3.53451 1.18828 0.018 -0.019 -0.096 -0.61
H 0.33223 3.30132 1.76452 0.041 0.026 0.075 0.22
H -0.53999 4.59724 0.96751 -0.013 0.147 0.005 0.21
H -1.43222 3.31810 1.79638 -0.107 0.013 0.088 0.21
C 0.62188 3.04833 -0.97737 -0.111 0.012 0.144 -0.62
H 0.67962 4.12002 -1.14093 0.023 0.131 -0.088 0.22
H 0.54176 2.55969 -1.94835 0.018 -0.038 -0.145 0.20
H 1.53755 2.74496 -0.48107 0.093 0.004 -0.065 0.22
C -1.87820 3.07955 -0.89459 0.151 0.109 0.054 -0.38
C -1.97659 4.52778 -1.36845 0.003 -0.214 0.058 -0.61
H -2.93365 4.66967 -1.86558 -0.044 0.071 -0.044 0.22
H -1.19503 4.77431 -2.08145 0.062 0.085 -0.069 0.20
H -1.92944 5.22704 -0.53931 0.008 0.134 0.048 0.21
H -2.74334 2.88283 -0.25853 -0.070 -0.141 -0.034 0.20
H -1.94588 2.44121 -1.77961 -0.081 -0.119 0.035 0.20
O 1.58818 1.45251 1.27078 -0.349 -0.086 -0.214 -0.54
C 2.42006 1.20316 2.38470 0.326 -0.145 0.360 -0.06
C 3.58432 0.24624 2.07664 -0.319 0.256 -0.189 -0.44
H 4.27471 0.27171 2.91907 0.024 -0.061 0.043 0.23
C 4.28703 0.64287 0.77279 -0.035 -0.209 0.080 -0.42
H 3.59997 1.25696 0.19127 0.099 0.007 -0.100 0.23
H 5.16905 1.24579 0.98548 0.042 0.033 -0.079 0.24
C 4.73277 -0.56475 -0.06154 0.677 0.878 0.242 -0.21
N 3.59790 -1.41459 -0.40523 -0.284 -0.396 -0.092 -0.27
C 3.46469 -2.56247 0.28299 -0.247 -0.646 0.201 0.06
C 2.37136 -3.37696 0.12725 0.094 0.209 -0.078 -0.22
C 1.36795 -2.98266 -0.74583 0.375 0.234 -0.053 -0.09
C 1.50366 -1.80536 -1.46664 0.306 -0.232 0.250 0.00
C 2.66189 -1.02807 -1.29498 -0.596 -0.249 -0.208 0.30
C 2.81843 0.20787 -2.10054 0.090 0.256 -0.059 -0.68
H 2.12674 0.96910 -1.73541 0.000 0.039 0.021 0.27
H 3.82012 0.62001 -2.08729 0.024 0.033 0.000 0.24
H 2.54512 0.00595 -3.13489 0.022 -0.030 -0.009 0.25
C 0.42412 -1.35794 -2.38857 -0.046 0.112 -0.122 -0.65
H 0.78474 -1.27209 -3.41246 -0.007 0.005 -0.097 0.24
H 0.04806 -0.38384 -2.07758 -0.070 0.072 -0.010 0.25
H -0.40110 -2.06282 -2.37436 -0.075 -0.030 0.002 0.24
H 0.48541 -3.59019 -0.86612 -0.125 -0.043 -0.036 0.24
H 2.29805 -4.29306 0.68934 0.058 -0.068 0.074 0.25
H 4.26124 -2.82236 0.96323 0.056 0.118 -0.022 0.24
H 5.23944 -0.23277 -0.96908 -0.060 -0.169 0.065 0.23
H 5.44253 -1.16188 0.51296 -0.118 -0.071 -0.152 0.23
H 3.19955 -0.77200 2.00143 0.007 0.023 0.097 0.19
H 2.82924 2.18399 2.64692 -0.063 -0.106 0.046 0.20
H 1.83805 0.83073 3.23365 -0.002 0.080 -0.056 0.20
H 1.15385 -1.04487 2.10801 0.128 -0.013 0.035 0.21
H -0.74792 -2.41731 1.59881 -0.037 -0.168 0.030 0.21
C -2.67778 -3.24071 0.05033 -0.092 0.237 0.055 -0.60
H -1.86958 -3.41634 -0.65766 0.099 -0.070 -0.103 0.19
H -2.39320 -3.64274 1.01856 0.073 -0.106 0.109 0.21
H -3.54642 -3.79417 -0.29413 -0.059 -0.093 -0.017 0.22
C -3.64805 -1.32740 -1.20018 0.072 -0.078 0.204 -0.61
H -2.89926 -1.26180 -1.98747 0.055 0.020 -0.127 0.21
H -4.15262 -0.36896 -1.11777 -0.058 0.152 -0.062 0.21
H -4.38850 -2.06248 -1.50246 -0.099 -0.034 -0.045 0.22
H -5.85914 -1.88431 0.33601 -0.121 -0.011 -0.096 0.21
H -5.91295 -1.89982 2.09328 -0.112 -0.031 0.036 0.22
```
Positions in Å, forces in eV/Å.

---

3.
The following is a DFT calculation (ωB97M-V with the def2-TZVPD basis set) of 2 unconnected molecules or ions with the total composition C7H8FNO2 in a non-equilibrium geometry.

Output
HOMO-LUMO gap (spin up / spin down), eV: 8.4399 / 8.4405
Largest force on an atom, hartree/bohr: 0.1710
LUMO energy (spin up / spin down), eV: 0.65 / 0.65
HOMO energy (spin up / spin down), eV: -7.79 / -7.79

XYZ file:
```
19
Properties=species:S:1:pos:R:3:forces:R:3:nbo_charge:R:1
C 2.08133 -2.05064 1.27380 2.486 -0.300 1.977 -0.26
C 1.77388 -0.80209 1.87962 -1.104 1.148 -0.116 -0.31
C 1.04578 -2.48445 0.50863 0.138 3.216 1.819 -0.10
C 0.52565 -0.44221 1.43927 0.531 -0.925 -0.508 -0.03
C -1.65549 0.28661 -1.25482 0.653 -8.765 0.202 0.81
C -1.93296 2.55494 -1.59620 -0.029 -1.422 -2.449 -0.30
C -1.27626 -1.44334 0.25274 -0.376 3.216 -2.379 0.31
N 0.07784 -1.41616 0.59566 0.120 -2.360 -0.400 -0.41
O -1.79038 -0.30687 -2.31281 -0.030 2.988 1.388 -0.60
O -1.59884 1.40354 -0.72743 -0.227 2.697 -0.397 -0.49
F -2.12202 -1.30749 1.31439 0.337 -0.443 -0.319 -0.35
H 3.07142 -2.53066 1.62845 -1.911 0.344 -1.378 0.23
H 2.34759 -0.15688 2.52556 0.309 -0.359 0.023 0.22
H 1.12963 -3.33556 -0.06398 -1.028 -1.523 -1.417 0.22
H -0.19877 0.33353 1.52215 0.228 0.845 0.680 0.22
H -1.60773 3.30064 -0.94538 -0.543 1.887 0.642 0.21
H -2.98421 2.41717 -1.98046 0.946 0.706 1.062 0.22
H -1.30809 2.61126 -2.54072 -0.362 -0.503 1.245 0.21
H -1.57075 -2.13751 -0.51826 -0.138 -0.446 0.324 0.19
```
Positions in Å, forces in eV/Å.

---

| no. | energy (eV) |
| --- | --- |
| 1 | -42052.6456 |
| 2 | -32213.3925 |
| 3 | -15686.8672 |